Run 1
Entry from the OMol25 dataset: a structure of composition C38H35F9N2O2PPdSi (ωB97M-V with the def2-TZVPD basis set).

CARTESIAN COORDINATES (ANGSTROEM)
Pd 0.644 -0.136 -0.360
C -2.918 -1.607 3.125
C -2.278 -1.365 1.900
N -1.240 -0.576 1.769
C -0.746 0.031 2.861
C -1.323 -0.132 4.136
C -2.435 -0.981 4.243
C -0.776 0.547 5.273
C 0.291 1.357 5.139
C 0.915 1.546 3.862
C 2.040 2.372 3.713
C 2.604 2.514 2.474
C 2.060 1.804 1.396
N 1.020 0.998 1.517
C 0.425 0.882 2.723
H -3.774 -2.266 3.170
H -2.631 -1.844 0.993
H -2.898 -1.130 5.213
H -1.237 0.388 6.241
H 0.717 1.867 5.994
H 2.442 2.884 4.580
H 3.458 3.157 2.306
H 2.477 1.904 0.401
F 4.219 -8.875 0.944
C 3.871 -8.312 -0.235
F 3.168 -9.237 -0.917
F 5.026 -8.126 -0.915
C 3.116 -7.034 -0.046
C 1.944 -6.784 -0.742
C 1.281 -5.580 -0.554
C 1.774 -4.607 0.314
C 2.959 -4.881 1.002
C 3.626 -6.082 0.828
P 0.836 -3.004 0.409
C 1.619 -1.970 -0.843
C 0.739 -1.435 -1.872
C 1.339 -0.844 -3.035
C 2.687 -0.791 -3.184
C 3.559 -1.359 -2.202
C 3.039 -1.924 -1.084
C 3.298 -0.118 -4.362
F 3.842 1.086 -4.059
F 2.422 0.109 -5.363
F 4.314 -0.847 -4.897
C 1.504 -2.440 2.027
C 2.570 -1.554 2.197
C 2.986 -1.177 3.461
C 2.325 -1.668 4.581
C 1.261 -2.544 4.436
C 0.860 -2.924 3.163
C 2.794 -1.261 5.943
F 3.906 -1.937 6.318
F 3.118 0.050 6.005
F 1.873 -1.481 6.901
H 1.547 -7.528 -1.419
H 0.360 -5.388 -1.092
H 3.361 -4.150 1.693
H 4.541 -6.283 1.371
H -0.268 -1.837 -1.982
H 0.688 -0.434 -3.797
H 4.629 -1.342 -2.366
H 3.708 -2.394 -0.370
H 3.046 -1.126 1.325
H 3.805 -0.477 3.578
H 0.733 -2.907 5.308
H 0.009 -3.588 3.049
C 2.985 4.257 -2.903
C 1.660 3.554 -2.696
O 1.681 2.881 -1.464
H 3.011 4.771 -3.866
H 3.798 3.530 -2.875
H 3.151 4.990 -2.110
H 1.485 2.850 -3.523
H 0.844 4.292 -2.726
H 0.784 2.454 -1.321
C -2.437 3.754 -1.132
Si -2.026 1.946 -1.507
C -2.270 1.697 -3.368
C -3.355 0.914 -0.644
O -0.545 1.586 -1.059
H -3.443 4.024 -1.469
H -1.724 4.420 -1.627
H -2.375 3.943 -0.057
H -3.319 1.738 -3.677
H -1.868 0.723 -3.664
H -1.724 2.462 -3.928
H -4.358 1.215 -0.963
H -3.288 1.039 0.441
H -3.235 -0.150 -0.866

The net charge is -1. As for the HOMO energy: -0.160 Ha. The calculation puts the HOMO-LUMO gap at 6.502 eV. As for the LUMO energy: 2.15 eV.

Run 2
Entry from the OMol25 dataset: a structure of composition C38H35F9N2O2PPdSi (ωB97M-V with the def2-TZVPD basis set).

CARTESIAN COORDINATES (ANGSTROEM)
Pd -0.219 -0.338 0.843
C -0.476 0.281 5.296
C -0.690 0.722 3.982
N -1.162 -0.063 3.035
C -1.472 -1.338 3.340
C -1.392 -1.845 4.657
C -0.862 -0.983 5.651
C -1.786 -3.177 4.910
C -2.222 -3.988 3.900
C -2.285 -3.530 2.563
C -2.674 -4.348 1.474
C -2.683 -3.811 0.210
C -2.347 -2.469 0.031
N -1.965 -1.678 1.024
C -1.915 -2.196 2.271
H -0.040 0.952 6.021
H -0.459 1.735 3.684
H -0.745 -1.349 6.662
H -1.697 -3.558 5.919
H -2.499 -5.014 4.104
H -2.957 -5.378 1.644
H -2.978 -4.401 -0.645
H -2.402 -2.011 -0.948
F -2.908 -1.087 -7.210
C -1.574 -0.997 -7.100
F -1.081 -2.129 -7.652
F -1.194 -0.004 -7.939
C -1.090 -0.785 -5.706
C 0.285 -0.670 -5.508
C 0.783 -0.433 -4.247
C -0.079 -0.320 -3.155
C -1.455 -0.452 -3.369
C -1.965 -0.672 -4.628
P 0.409 0.066 -1.430
C -0.122 1.823 -1.584
C -1.056 2.294 -0.671
C -1.550 3.582 -0.775
C -1.113 4.394 -1.812
C -0.179 3.930 -2.734
C 0.310 2.644 -2.623
C -1.603 5.805 -1.924
F -2.802 6.004 -1.355
F -0.766 6.690 -1.337
F -1.726 6.225 -3.198
C 2.215 0.226 -1.576
C 2.851 1.352 -1.056
C 4.225 1.458 -1.092
C 4.986 0.432 -1.643
C 4.369 -0.729 -2.101
C 2.994 -0.835 -2.046
C 6.469 0.585 -1.764
F 7.158 -0.540 -1.495
F 6.982 1.538 -0.973
F 6.848 0.929 -3.024
H 0.948 -0.744 -6.358
H 1.844 -0.296 -4.119
H -2.120 -0.350 -2.523
H -3.029 -0.747 -4.792
H -1.393 1.630 0.128
H -2.276 3.944 -0.064
H 0.141 4.574 -3.538
H 1.028 2.278 -3.342
H 2.262 2.135 -0.607
H 4.715 2.329 -0.689
H 4.966 -1.542 -2.488
H 2.513 -1.750 -2.369
C -5.098 1.823 2.682
C -4.258 0.675 2.124
O -3.172 1.185 1.393
H -5.963 1.430 3.212
H -5.425 2.466 1.869
H -4.499 2.416 3.370
H -4.879 0.051 1.462
H -3.920 0.044 2.955
H -2.344 0.734 1.679
C 4.305 -0.070 2.236
Si 2.441 -0.501 2.185
C 2.120 -1.331 3.907
C 2.205 -2.064 1.046
O 1.571 0.733 1.773
H 4.876 -0.837 2.745
H 4.452 0.861 2.773
H 4.719 0.055 1.242
H 2.921 -2.022 4.162
H 1.195 -1.906 3.901
H 2.049 -0.599 4.707
H 2.396 -2.996 1.574
H 2.857 -2.039 0.177
H 1.157 -2.105 0.680

The net charge is -1. As for the HOMO energy (spin up / spin down): -0.101 / -0.101 Ha. The calculation puts the HOMO-LUMO gap (spin up / spin down) at 4.888 / 4.889 eV. As for the LUMO energy (spin up / spin down): 2.13 / 2.13 eV.

Which structure is most stable, and how do the rest compare? From most to least stable: run 1, run 2.

Run 1
Entry from the OMol25 dataset: a structure of composition C6H15N3 (ωB97M-V with the def2-TZVPD basis set).

CARTESIAN COORDINATES (ANGSTROEM)
C -1.463 0.691 0.649
C 0.841 -0.975 0.005
C -2.234 -0.366 1.372
C 0.214 -1.783 -1.113
N -1.673 1.067 -0.562
H -0.788 1.306 1.232
H -2.346 0.499 -1.071
H -0.423 1.320 -1.320
H 0.258 -1.005 0.922
H 1.817 -1.372 0.288
H -3.128 0.078 1.815
H -2.541 -1.164 0.694
H -1.647 -0.797 2.181
H 0.907 -1.896 -1.948
H -0.679 -1.290 -1.512
H -0.076 -2.785 -0.788
C 1.514 0.665 -0.802
C 1.945 1.438 1.401
N 1.907 1.625 0.161
N 0.672 1.190 -1.752
H 0.618 0.576 -2.556
H 2.411 0.204 -1.225
H 2.296 2.249 2.030
H 1.597 0.526 1.898

The net charge is 0. As for the HOMO energy: -0.282 Ha. The calculation puts the HOMO-LUMO gap at 8.552 eV. As for the LUMO energy: 0.87 eV.

Run 2
Entry from the OMol25 dataset: an isolated molecule of C6H15N3 (ωB97M-V with the def2-TZVPD basis set).

CARTESIAN COORDINATES (ANGSTROEM)
C 0.434 0.522 -0.135
C -0.719 -1.611 -1.039
C -0.368 -1.183 1.549
C -1.692 -0.837 -1.897
N 0.075 -0.788 0.204
N 1.046 0.660 -1.390
N -0.562 1.489 0.024
C 1.706 0.781 1.026
C 1.661 1.678 2.015
H 1.056 1.566 -1.838
H 1.705 -0.051 -1.680
H -1.490 1.224 0.320
H -0.367 2.479 -0.034
H -1.238 -2.427 -0.532
H 0.095 -2.040 -1.626
H 2.656 0.297 0.803
H -0.514 -0.360 2.251
H -1.319 -1.723 1.510
H 0.406 -1.835 1.963
H -2.410 -0.272 -1.295
H -2.272 -1.516 -2.535
H -1.176 -0.152 -2.576
H 0.752 2.213 2.277
H 2.535 1.884 2.635

The structure (SMILES) is C=CC(N)(N)N(C)CC. The net charge is 0. As for the HOMO energy: -0.290 Ha. The calculation puts the HOMO-LUMO gap at 8.927 eV. As for the LUMO energy: 1.04 eV.

Which structure is most stable, and how do the rest compare? From most to least stable: run 2, run 1.

Run 1
Entry from the OMol25 dataset: a structure of composition C8H36O10 (ωB97M-V with the def2-TZVPD basis set).

CARTESIAN COORDINATES (ANGSTROEM)
C 1.381 -2.774 -3.295
O 1.092 -2.226 -2.051
H 1.463 -1.968 -4.025
H 2.379 -3.195 -3.413
H 0.577 -3.476 -3.517
H 0.250 -1.765 -2.031
C -1.262 -2.424 2.248
O 0.027 -1.876 1.841
H -1.753 -2.747 1.330
H -1.210 -3.331 2.852
H -1.919 -1.721 2.760
H 0.586 -1.724 2.607
C -3.679 -1.571 0.569
C -3.571 -0.068 0.379
O -2.878 0.082 -0.895
H -4.523 -1.915 -0.029
H -3.948 -1.795 1.601
H -2.738 -2.071 0.334
H -2.838 0.307 1.093
H -4.474 0.541 0.421
H -1.998 -0.303 -0.894
C 3.276 3.075 0.702
C 2.691 1.800 0.171
O 1.385 1.541 0.604
H 4.355 2.931 0.760
H 2.983 3.328 1.721
H 3.157 3.880 -0.023
H 3.289 0.938 0.467
H 2.665 1.793 -0.918
H 1.096 0.749 0.145
C -0.659 3.212 1.412
C -0.784 2.245 0.200
O -1.961 2.682 -0.386
H -0.664 2.660 2.352
H -1.275 4.110 1.359
H 0.411 3.413 1.482
H -0.824 1.193 0.483
H 0.103 2.401 -0.414
H -1.921 2.474 -1.323
O 1.205 0.638 -1.698
H 0.653 0.385 -0.958
H 0.612 0.637 -2.450
O 2.380 -0.997 -0.961
H 1.879 -1.720 -1.339
H 1.997 -0.210 -1.349
O -1.262 -1.495 -1.258
H -1.246 -1.468 -2.214
H -1.630 -2.353 -1.048
O 0.346 -0.440 0.112
H 0.182 -0.870 0.951
H -0.207 -0.911 -0.511
O 2.355 -0.248 2.015
H 2.782 0.449 2.512
H 1.666 0.197 1.521

The net charge is 0. As for the HOMO energy: -0.285 Ha. The calculation puts the HOMO-LUMO gap at 7.108 eV. As for the LUMO energy: -0.64 eV.

Run 2
Entry from the OMol25 dataset: a cluster of 10 separate species, C8H36O10 in total (ωB97M-V with the def2-TZVPD basis set).

CARTESIAN COORDINATES (ANGSTROEM)
C -4.089 1.632 1.211
O -4.003 1.580 2.633
H -3.225 1.214 0.694
H -4.875 0.933 0.923
H -4.345 2.589 0.756
H -3.463 2.335 2.879
C -0.811 -0.872 -3.341
O -1.610 0.211 -2.857
H 0.235 -0.620 -3.523
H -0.954 -1.745 -2.703
H -1.237 -1.159 -4.303
H -1.238 0.363 -1.983
C 2.066 2.577 -0.562
C 1.610 1.909 -1.862
C 0.461 2.663 -2.531
O 2.661 2.009 -2.842
H 2.367 3.610 -0.742
H 3.003 2.183 -0.166
H 1.344 2.515 0.252
H 1.397 0.847 -1.742
H 0.692 3.717 -2.690
H -0.432 2.737 -1.908
H 0.136 2.334 -3.518
H 2.952 2.917 -2.956
C 1.090 -3.078 1.277
C 2.052 -2.714 0.133
C 1.662 -3.403 -1.125
O 1.988 -1.299 -0.120
H 1.459 -2.766 2.254
H 0.865 -4.143 1.331
H 0.120 -2.603 1.129
H 3.071 -2.934 0.453
H 0.617 -3.245 -1.395
H 1.810 -4.479 -1.036
H 2.258 -3.043 -1.964
H 2.654 -1.112 -0.788
O 0.243 -0.215 3.169
H 1.177 -0.007 3.088
H 0.222 -1.034 3.667
O 2.832 -0.181 2.316
H 2.477 -0.540 1.497
H 3.777 -0.321 2.252
O -3.004 -1.691 -0.141
H -3.305 -1.233 0.645
H -2.204 -1.228 -0.396
O -0.810 1.861 1.660
H -1.145 2.581 2.195
H -0.249 1.358 2.254
O -0.566 0.036 -0.246
H -0.577 0.493 0.600
H 0.302 -0.371 -0.288
O -2.560 -0.773 2.809
H -1.713 -0.343 2.942
H -3.188 -0.052 2.706

The structure (SMILES) is CC(C)O.CC(C)O.CO.CO.O.O.O.O.O.O. The net charge is 0. As for the HOMO energy: -0.354 Ha. The calculation puts the HOMO-LUMO gap at 9.665 eV. As for the LUMO energy: 0.04 eV.

Which structure is most stable, and how do the rest compare? From most to least stable: run 2, run 1.